Entry 1:
DFT (the ωB97M-V functional and the def2-TZVPD basis) results for a 3-piece molecular cluster, C11H27ClNO5 overall.

```
45
Properties=species:S:1:pos:R:3:lowdin_charge:R:1
O -2.292 2.785 -1.881 -0.2711
N -2.831 3.928 -1.129 -0.2394
C -3.543 4.747 -2.061 -0.3969
C -5.090 4.546 -2.066 -0.2917
C -5.468 3.114 -1.736 -0.5777
Cl -6.060 2.212 -3.206 0.4235
H -1.592 3.100 -2.469 0.0257
H -3.365 5.803 -1.798 0.0686
H -3.174 4.624 -3.088 0.0810
H -5.587 5.220 -1.370 0.0820
H -5.489 4.779 -3.056 0.0636
H -4.626 2.586 -1.297 0.0369
H -6.316 3.091 -1.059 0.0450
C 3.294 0.278 -0.619 -0.1119
O 2.129 -0.433 -0.245 -0.2246
C 1.126 0.408 0.329 -0.1944
C 0.053 0.798 -0.663 -0.1982
O 0.598 1.591 -1.705 -0.1964
C 0.836 0.870 -2.895 -0.1199
H 3.872 -0.362 -1.286 0.0867
H 3.049 1.203 -1.145 0.0839
H 3.904 0.510 0.263 0.0852
H 1.585 1.303 0.758 0.1285
H 0.660 -0.157 1.144 0.1156
H -0.707 1.401 -0.160 0.1276
H -0.442 -0.089 -1.071 0.1303
H -0.106 0.694 -3.427 0.0912
H 1.328 -0.088 -2.704 0.0787
H 1.485 1.479 -3.526 0.0854
C 1.091 -5.273 1.951 -0.1212
O 2.156 -4.498 1.436 -0.1916
C 1.884 -3.098 1.425 -0.1953
C 2.515 -2.397 2.606 -0.1946
O 1.967 -2.826 3.848 -0.1881
C 2.766 -3.784 4.512 -0.1219
H 1.480 -6.268 2.169 0.0851
H 0.685 -4.845 2.871 0.0824
H 0.289 -5.365 1.210 0.0878
H 0.805 -2.919 1.405 0.1299
H 2.307 -2.686 0.511 0.1126
H 2.321 -1.325 2.520 0.1161
H 3.600 -2.546 2.598 0.1277
H 3.632 -3.304 4.983 0.0857
H 3.113 -4.565 3.831 0.0817
H 2.155 -4.242 5.290 0.0865
```

The HOMO energy comes out at -1.503 eV. The HOMO-LUMO gap is 3.97 eV. The total energy comes out at -1326.28639 hartree. The value obtained for the molar mass is 288.79 u. Its multiplicity is 1. The charge is -1.



Entry 2:
DFT (the ωB97M-V functional and the def2-TZVPD basis) results for a 5-piece molecular cluster, C11H27FO19S6Si2 overall.

```
66
Properties=species:S:1:pos:R:3:lowdin_charge:R:1
C 1.483 -1.260 -0.426 -0.1647
C 1.498 0.211 0.061 -0.5092
S 1.010 1.317 -1.337 0.7954
C -0.540 2.140 -0.757 -0.5546
Si -1.944 0.919 -0.656 0.4025
O -3.323 1.692 -0.129 -0.4317
Si -4.374 0.553 0.598 0.5741
S -2.404 -0.110 -2.566 0.5317
O -2.348 -1.524 -2.325 -0.3356
O -3.695 0.291 -3.041 -0.3124
F -1.371 0.357 -3.712 -0.2260
H 1.416 -1.934 0.439 0.0439
H 0.586 -1.445 -1.044 0.0420
H 2.351 -1.465 -1.068 0.0780
H 0.772 0.329 0.877 0.0594
H 2.482 0.488 0.456 0.0757
H -0.796 3.025 -1.376 0.0270
H -0.345 2.518 0.276 0.0282
H -1.593 -0.119 0.318 0.0315
H -4.017 -0.770 0.046 -0.0528
H -5.781 0.825 0.294 -0.0561
H -4.063 0.528 2.033 -0.0502
C -0.709 4.699 4.654 -0.1647
C -0.246 5.595 3.524 -0.1647
O 1.048 5.093 3.174 -0.1818
S 1.086 3.504 3.407 0.6159
O 0.842 2.859 2.166 -0.2286
O 2.207 3.195 4.213 -0.2005
O -0.248 3.392 4.297 -0.1841
H -0.244 4.979 5.601 0.1346
H -1.791 4.702 4.767 0.1358
H -0.184 6.640 3.818 0.1365
H -0.895 5.502 2.650 0.1346
C 3.595 -5.341 1.381 -0.1648
C 5.029 -4.917 1.612 -0.1710
O 4.933 -3.574 2.084 -0.1835
S 3.574 -3.402 2.934 0.6231
O 3.883 -3.527 4.312 -0.2101
O 2.872 -2.283 2.416 -0.2187
O 2.853 -4.754 2.448 -0.2576
H 3.207 -4.940 0.439 0.1343
H 3.478 -6.422 1.390 0.1392
H 5.631 -4.962 0.708 0.1341
H 5.500 -5.520 2.393 0.1333
C -1.367 -5.430 -0.373 -0.1564
C -1.358 -3.918 -0.436 -0.1777
O -1.222 -3.497 0.925 -0.1876
S -0.336 -4.568 1.729 0.6409
O 1.001 -4.098 1.770 -0.2354
O -1.044 -4.956 2.894 -0.2006
O -0.411 -5.759 0.646 -0.1846
H -2.342 -5.811 -0.062 0.1340
H -1.086 -5.886 -1.320 0.1357
H -2.266 -3.508 -0.869 0.1180
H -0.494 -3.549 -0.994 0.1212
C -1.379 3.202 -5.665 -0.1638
C 0.082 3.526 -5.434 -0.1570
O 0.080 4.873 -4.941 -0.1832
S -1.254 5.123 -4.084 0.6086
O -0.949 4.946 -2.709 -0.2284
O -1.893 6.288 -4.574 -0.2093
O -2.068 3.830 -4.578 -0.1858
H -1.741 3.639 -6.598 0.1348
H -1.570 2.132 -5.669 0.1244
H 0.675 3.452 -6.342 0.1366
H 0.515 2.883 -4.664 0.1285
```

The HOMO energy comes out at -8.539 eV. The HOMO-LUMO gap is 8.81 eV. The total energy comes out at -4932.80515 hartree. The value obtained for the molar mass is 730.89 u. Its multiplicity is 1.



Entry 3:
DFT (the ωB97M-V functional and the def2-TZVPD basis) results for C11H27GaNO2 as an isolated structure.

```
42
Properties=species:S:1:pos:R:3:lowdin_charge:R:1
C -0.655 1.604 0.884 -0.1106
C -0.676 0.663 2.102 -0.2552
C 0.123 -0.641 1.949 -0.2067
C 1.542 -0.687 2.547 -0.2082
C 2.378 0.593 2.539 -0.2326
C 2.887 1.074 1.175 -0.2907
C 3.662 0.015 0.361 -0.2738
Ga 2.735 -0.645 -1.302 0.2448
N 1.780 0.809 -2.158 -0.1262
O 1.517 -1.994 -0.719 -0.3452
H -1.665 1.908 0.598 0.0538
H -0.087 2.519 1.067 0.0654
H -0.197 1.114 0.020 0.0504
H -0.332 1.206 2.989 0.0886
H -1.716 0.392 2.310 0.0846
H 0.189 -0.921 0.893 0.0708
H -0.450 -1.438 2.437 0.0981
H 2.102 -1.451 1.998 0.0925
H 1.470 -1.046 3.582 0.0977
H 3.260 0.419 3.169 0.1021
H 1.814 1.399 3.028 0.0898
H 3.529 1.944 1.365 0.0926
H 2.036 1.467 0.607 0.0556
H 3.931 -0.826 1.011 0.0351
H 4.613 0.440 0.019 0.0257
H 3.740 -1.304 -2.394 -0.0834
H 1.433 1.495 -1.495 -0.0758
H 0.948 0.471 -2.634 -0.0610
H 1.002 -2.317 -1.452 -0.0607
C -3.283 -0.920 -0.916 -0.1637
C -4.193 -0.235 -1.936 -0.1735
C -3.172 0.501 -2.798 -0.2161
O -1.995 -0.296 -2.790 -0.1392
C -2.084 -1.300 -1.776 -0.1895
H -3.739 -1.782 -0.429 0.1091
H -2.979 -0.211 -0.143 0.0986
H -4.726 -0.981 -2.531 0.1076
H -4.927 0.436 -1.491 0.1051
H -2.944 1.489 -2.381 0.1152
H -3.497 0.632 -3.832 0.1117
H -2.227 -2.276 -2.254 0.1179
H -1.146 -1.317 -1.218 0.0994
```

The HOMO energy comes out at -4.314 eV. The HOMO-LUMO gap is 7.34 eV. The total energy comes out at -2565.37418 hartree. The value obtained for the molar mass is 275.06 u. Its multiplicity is 1. The charge is -1.



Entry 4:
DFT (the ωB97M-V functional and the def2-TZVPD basis) results for C11H27I2OP2Re as an isolated structure.

```
44
Properties=species:S:1:pos:R:3:lowdin_charge:R:1
I 2.456 2.968 -0.946 0.8792
I 0.477 -0.362 -3.301 0.9780
Re 0.677 0.522 -0.250 0.5800
P -0.982 2.092 -1.027 0.6582
C -2.136 2.210 0.403 -0.2004
C -0.680 3.868 -1.442 -0.3151
H -1.588 4.412 -1.779 0.0931
H -2.780 2.563 -2.691 0.0883
H 0.077 3.956 -2.241 0.0092
H -1.502 1.536 -3.346 -0.0186
H -1.560 2.499 1.277 0.0546
H -0.277 4.402 -0.566 0.0446
C -2.110 1.726 -2.456 -0.2457
H -2.940 2.918 0.229 0.0880
H -2.693 0.827 -2.264 0.0629
H -2.557 1.223 0.566 0.0469
P 2.868 -0.462 -0.559 0.6429
C 3.237 -1.290 1.023 -0.2190
C 3.179 -1.818 -1.784 -0.2527
H 4.350 1.043 -1.815 0.0015
H 5.296 -0.273 -1.078 0.0821
H 4.717 1.097 -0.080 0.0403
C 4.470 0.432 -0.913 -0.3097
H 2.915 -1.464 -2.794 -0.0154
H 4.247 -2.096 -1.780 0.0869
H 4.208 -1.793 0.954 0.0910
H 2.453 -2.026 1.223 0.0660
H 2.564 -2.692 -1.545 0.0688
H 3.250 -0.539 1.818 0.0626
C 0.501 0.463 1.673 -0.2216
O 0.348 0.441 2.844 0.2138
C -2.207 -2.160 3.392 -0.0899
C -2.186 -1.963 1.877 -0.3677
C -3.529 -2.246 1.225 -0.1019
C -0.211 -0.975 -0.652 -0.2435
H -2.906 -1.464 3.873 0.0921
H -1.206 -1.996 3.806 0.0675
H -2.529 -3.181 3.633 0.0944
H -1.417 -2.598 1.435 0.0847
H -4.273 -1.482 1.498 0.0894
H -3.427 -2.265 0.133 0.0593
H -3.912 -3.221 1.557 0.0961
H -0.838 -1.874 -0.760 0.0426
H -1.842 -0.956 1.629 0.0361
```

The HOMO energy (spin up / spin down) comes out at -18.992 / -18.990 eV. The expectation value of S² is 3.768. The HOMO-LUMO gap (spin up / spin down) is 6.42 / 4.60 eV. The total energy comes out at -1865.71304 hartree. The value obtained for the molar mass is 677.30 u. Its multiplicity is 4. The charge is +3.



Q: Look up the multiplicity of the first one.
A: 1